{"formula": "C4H14NO", "method": "wB97M-V/def2-TZVPD", "symbols": ["C", "C", "C", "C", "N", "H", "H", "H", "H", "H", "H", "H", "H", "H", "H", "H", "H", "H", "H", "O"], "positions_angstrom": [[1.208748, -0.036668, 0.094286], [-0.105437, -0.538525, 0.723931], [-0.003866, -2.024622, 1.114250], [-0.850913, 0.390050, 1.603526], [0.988885, 1.186290, -0.753076], [1.933779, 0.192602, 0.862671], [1.521568, -0.816226, -0.583211], [-0.852237, -0.672743, -0.156247], [1.035554, -2.234330, 1.419367], [-0.564415, -2.254001, 2.023025], [-0.302564, -2.720554, 0.343869], [-1.799839, 0.891191, 1.278024], [-0.309642, 1.171489, 2.137111], [-1.393368, -0.316797, 2.287438], [0.707728, 0.978538, -1.721083], [0.169112, 1.741673, -0.472567], [1.777518, 1.839350, -0.808845], [-0.647434, 0.457149, -3.432337], [-1.682832, 1.562242, -3.119732], [-0.830346, 1.203891, -2.840398]], "forces_ev_per_angstrom": [[-1.2, 0.0, -0.3], [1.2, 1.0, 0.0], [-0.4, -0.4, 0.9], [-0.7, -0.7, 0.6], [-0.6, 0.7, -0.1], [0.3, -0.1, 0.1], [0.7, -0.2, 0.0], [-0.4, -0.2, 0.3], [0.3, 0.2, -0.5], [-0.4, 0.2, -0.3], [0.2, -0.3, -0.3], [0.1, -0.1, -0.2], [0.4, 0.2, -0.3], [0.0, 0.3, -0.1], [0.0, -0.1, -0.2], [0.3, 0.1, 0.3], [0.2, -0.2, 0.2], [-0.3, 0.3, -0.2], [0.1, 0.1, -0.1], [0.3, -0.7, 0.2]], "s_squared": 0.753, "spin_multiplicity": 2, "total_charge": 2}

=====

{"formula": "C44H53BN15PSY", "method": "wB97M-V/def2-TZVPD", "symbols": ["Y", "C", "C", "N", "C", "S", "N", "N", "C", "C", "C", "C", "C", "C", "C", "N", "H", "H", "H", "H", "H", "H", "H", "H", "H", "H", "H", "H", "H", "C", "C", "N", "N", "C", "B", "N", "C", "C", "C", "N", "N", "C", "C", "C", "N", "N", "C", "C", "C", "N", "H", "H", "H", "H", "H", "H", "H", "H", "H", "H", "H", "H", "N", "C", "C", "C", "C", "C", "C", "P", "C", "C", "C", "C", "C", "C", "C", "C", "C", "C", "C", "C", "H", "H", "H", "H", "H", "H", "H", "H", "H", "H", "H", "H", "H", "H", "H", "H", "C", "C", "C", "C", "N", "N", "H", "H", "H", "H", "H", "H", "H", "H", "H", "H", "H", "H"], "positions_angstrom": [[-0.166490, -0.073456, 0.397350], [-3.335043, -1.609806, 6.068550], [-2.398477, -2.629038, 5.437745], [-2.430308, -2.598586, 3.978647], [-1.775054, -1.693456, 3.242580], [-2.002917, -1.817180, 1.509380], [-1.002040, -0.841502, 3.866852], [-0.313955, 0.027388, 3.073906], [0.399195, 0.881937, 3.731387], [0.453854, 0.934898, 5.224022], [1.247231, 1.774047, 2.902943], [2.375354, 2.342566, 3.455079], [3.574927, 2.710143, 2.765048], [3.739116, 2.838763, 1.440074], [2.784134, 2.485054, 0.355439], [0.771106, 1.811034, 1.636994], [-3.283316, -1.671326, 7.155334], [-4.367253, -1.790874, 5.768191], [-3.057732, -0.599590, 5.768301], [-2.667302, -3.640368, 5.740456], [-1.370763, -2.453046, 5.753036], [-3.038046, -3.230447, 3.485863], [-0.503480, 0.627292, 5.633998], [0.698421, 1.933683, 5.579423], [1.202823, 0.234265, 5.602660], [2.481719, 2.256191, 4.524601], [4.458254, 2.812384, 3.386685], [5.164098, 3.409655, 0.073719], [2.954096, 3.109552, -0.532299], [2.772894, -0.335408, -3.392682], [1.537438, -0.417941, -2.745427], [1.610652, 0.044949, -1.502971], [2.897750, 0.423223, -1.321242], [3.610606, 0.206628, -2.444769], [3.355717, 0.967402, 0.027222], [3.125861, -0.090205, 1.134285], [3.949556, -0.492928, 2.126541], [3.357749, -1.532141, 2.806084], [2.136901, -1.716590, 2.154380], [1.997922, -0.845320, 1.164753], [1.365622, 2.751048, 0.744697], [1.175311, 4.147718, 1.148038], [0.394381, 4.739862, 0.255058], [0.037040, 3.711578, -0.715427], [0.554771, 2.571989, -0.456699], [4.861226, 1.410371, -0.015846], [6.009899, 0.675613, 0.196768], [6.864899, 1.316501, 1.079843], [6.288647, 2.483528, 1.509373], [5.035935, 2.657990, 0.764238], [3.018196, -0.628155, -4.398051], [0.607009, -0.811686, -3.116616], [4.655994, 0.459663, -2.496640], [4.903944, -0.024618, 2.288665], [3.759041, -2.084358, 3.636903], [1.348484, -2.425250, 2.358393], [1.666929, 4.481268, 2.046054], [0.061499, 5.764351, 0.248139], [-0.619534, 3.814467, -1.569892], [6.115832, -0.288585, -0.272256], [7.828449, 0.949390, 1.392241], [6.640047, 3.307753, 2.103494], [-2.159887, 1.377330, 1.207644], [-3.363456, 1.806031, 0.539989], [-4.250186, 2.678102, 1.163426], [-5.461180, 2.984908, 0.566567], [-5.810037, 2.402828, -0.646793], [-4.917209, 1.559075, -1.281141], [-3.675936, 1.272950, -0.709710], [-2.386565, 0.406854, -1.650753], [-3.224401, -0.938465, -2.545254], [-3.777441, -0.766649, -3.813956], [-4.396696, -1.828301, -4.456160], [-4.471873, -3.069595, -3.840486], [-3.932524, -3.247324, -2.574047], [-3.308845, -2.188922, -1.931265], [-2.021507, 1.632625, -2.966174], [-1.263637, 1.238912, -4.068467], [-0.922169, 2.143255, -5.059845], [-1.341826, 3.464434, -4.972628], [-2.119453, 3.864180, -3.896496], [-2.457937, 2.955637, -2.899634], [-2.416569, 0.563167, 1.772472], [-1.822327, 2.081843, 1.856779], [-4.002410, 3.086905, 2.136214], [-6.147713, 3.658416, 1.061745], [-6.769633, 2.616504, -1.096981], [-5.172719, 1.125602, -2.240556], [-3.722673, 0.194359, -4.310040], [-4.823138, -1.683526, -5.439802], [-4.954307, -3.895699, -4.345212], [-4.001564, -4.208423, -2.081575], [-2.919239, -2.336230, -0.929094], [-0.972306, 0.202861, -4.181492], [-0.342320, 1.812656, -5.911529], [-1.086630, 4.168627, -5.753007], [-2.484115, 4.881841, -3.837481], [-3.082019, 3.285320, -2.077803], [0.191792, -5.271676, -1.192220], [1.116914, -4.239033, -1.828072], [2.542271, -4.775973, -1.891365], [0.636075, -3.894599, -3.242490], [1.191063, -3.058195, -0.940952], [-0.037070, -2.351423, -0.766236], [0.204086, -6.193970, -1.772720], [-0.844287, -4.924847, -1.161677], [0.514614, -5.498809, -0.175673], [2.588958, -5.664691, -2.519715], [2.896122, -5.034534, -0.893481], [3.218174, -4.029818, -2.318175], [0.617151, -4.792745, -3.860062], [1.309099, -3.178799, -3.719166], [-0.382362, -3.492330, -3.258023], [1.873048, -2.398076, -1.300113], [-0.577480, -2.879562, -0.083974], [-0.594499, -2.355276, -1.625954]], "forces_ev_per_angstrom": [[0.0, 0.1, 0.4], [0.0, 0.0, 0.0], [0.0, 0.0, 0.0], [0.0, 0.1, 0.0], [0.2, -0.1, -0.1], [-0.1, -0.1, -0.1], [0.0, 0.1, 0.1], [0.0, 0.0, 0.0], [-0.1, -0.1, 0.0], [0.0, 0.0, 0.0], [0.0, 0.0, 0.0], [-0.1, 0.0, 0.0], [0.0, 0.0, -0.1], [-0.1, 0.0, 0.1], [0.1, 0.0, 0.0], [0.1, 0.0, 0.0], [0.0, 0.0, 0.0], [0.0, 0.0, 0.0], [0.0, 0.0, 0.0], [0.0, 0.0, 0.0], [0.0, 0.0, 0.0], [0.0, 0.0, 0.0], [0.0, 0.0, 0.0], [0.0, 0.0, 0.0], [0.0, 0.0, 0.0], [0.0, 0.0, 0.0], [0.0, 0.0, 0.0], [0.0, 0.0, 0.0], [0.0, 0.0, 0.0], [0.0, 0.0, 0.0], [0.0, 0.1, 0.0], [-0.1, -0.1, 0.1], [0.0, 0.0, -0.1], [0.0, 0.0, 0.0], [0.0, 0.1, 0.0], [0.0, 0.0, 0.0], [0.0, 0.0, 0.0], [0.0, 0.0, 0.0], [0.0, 0.0, 0.0], [0.0, 0.0, 0.0], [0.0, 0.0, 0.0], [0.0, 0.1, 0.0], [0.1, 0.1, 0.2], [0.0, -0.1, 0.0], [-0.1, 0.0, -0.1], [-0.1, 0.0, 0.0], [0.1, 0.0, 0.0], [0.0, 0.0, 0.0], [0.0, 0.0, 0.0], [0.0, 0.0, -0.1], [0.0, 0.0, 0.0], [0.0, 0.0, 0.0], [0.0, 0.0, 0.0], [0.0, 0.0, 0.0], [0.0, 0.0, 0.0], [0.0, 0.0, 0.0], [0.0, 0.0, 0.0], [0.0, 0.0, 0.0], [0.0, 0.0, 0.0], [0.0, 0.0, 0.0], [0.0, 0.0, 0.0], [0.0, 0.0, 0.0], [0.0, 0.0, 0.0], [-0.1, -0.1, -0.1], [0.0, 0.0, 0.0], [0.0, 0.0, 0.0], [0.0, 0.0, 0.0], [0.0, 0.0, 0.0], [0.0, 0.0, 0.0], [0.1, 0.0, -0.1], [0.0, 0.0, -0.1], [0.0, 0.0, 0.0], [0.0, 0.0, 0.0], [0.0, 0.0, 0.0], [0.0, 0.0, 0.0], [0.0, 0.0, 0.1], [-0.1, 0.0, 0.0], [0.1, 0.0, 0.0], [0.0, 0.0, 0.0], [0.0, 0.0, 0.0], [0.0, 0.0, 0.0], [0.0, 0.0, 0.0], [0.0, 0.0, 0.0], [0.0, 0.0, 0.0], [0.0, 0.0, 0.0], [0.0, 0.0, 0.0], [0.0, 0.0, 0.0], [0.0, 0.0, 0.0], [0.0, 0.0, 0.0], [0.0, 0.0, 0.0], [0.0, 0.0, 0.0], [0.0, 0.0, 0.0], [0.0, 0.0, 0.0], [0.0, 0.0, 0.0], [0.0, 0.0, 0.0], [0.0, 0.0, 0.0], [0.0, 0.0, 0.0], [0.0, 0.0, 0.0], [0.0, 0.0, 0.0], [0.0, 0.0, 0.0], [0.0, 0.0, 0.0], [0.0, 0.0, 0.0], [0.1, 0.0, 0.0], [0.0, -0.1, -0.1], [0.0, 0.0, 0.0], [0.0, 0.0, 0.0], [0.0, 0.0, 0.0], [0.0, 0.0, 0.0], [0.0, 0.0, 0.0], [0.0, 0.0, 0.0], [0.0, 0.0, 0.0], [0.0, 0.0, 0.0], [0.0, 0.0, 0.0], [-0.1, 0.0, 0.0], [0.0, 0.0, -0.1], [0.0, 0.0, 0.0]], "s_squared": 0.769, "spin_multiplicity": 2, "total_charge": 2}

=====

Ordered energy relative to the best compared isomer or geometry (same formula, charge and spin) results: 17.9, 139.7; unit kcal/mol.